1.
DFT (ωB97M-V/def2-TZVPD) results for a molecular structure, C22H43BrNOSiSn.

Summary:
- Charge: +3
- Energy relative to the best compared isomer or geometry (same formula, charge and spin): 0.142 eV
- Electronic energy: -110773.7456 eV
- Highest occupied orbital energy: -18.24 eV
- Strongest force on any atom: 0.67 eV/A
- Frontier orbital gap: 6.88 eV

Each line ends with the Löwdin charge.
Atoms and positions in Å:
Sn 0.33969 1.57180 -0.09707  1.48
C -0.67171 7.20805 0.11264  0.00
C 0.33749 6.09776 0.10025  -0.20
C 1.71324 6.33506 0.08165  0.07
C 2.62351 5.28501 0.06470  -0.03
C 2.12502 4.00679 0.06107  -0.72
Br 3.27678 2.50626 0.03015  0.85
N 0.80635 3.73703 0.07898  -0.18
C -0.06433 4.77442 0.09996  -0.07
H -0.18376 8.17790 0.16617  0.10
H -1.34088 7.11753 0.96864  0.10
H -1.27939 7.18641 -0.79289  0.11
H 2.08239 7.35373 0.07995  0.15
H 3.69018 5.46081 0.05758  0.14
H -1.11438 4.51767 0.11277  0.10
C -2.88894 3.09283 -1.50032  -0.04
C -2.65758 1.64451 -1.15686  -0.22
O -1.88437 1.45522 0.08682  -0.47
C -2.61980 1.66968 1.34645  -0.19
C -1.83048 2.55469 2.27733  -0.05
H -3.52017 3.15155 -2.38729  0.11
H -1.95446 3.60899 -1.73211  0.07
H -3.40418 3.62542 -0.69943  0.10
H -2.07531 1.13691 -1.93188  0.12
H -3.58680 1.09026 -1.03193  0.14
H -2.77413 0.68104 1.77757  0.13
H -3.59237 2.09061 1.09990  0.14
H -0.79266 2.20115 2.39419  0.07
H -2.26557 2.52490 3.27622  0.12
H -1.81690 3.59329 1.95248  0.08
C 3.28137 -2.12808 -0.97612  -0.08
C 1.88937 -2.55050 -1.46576  -0.61
C 1.99528 -3.99534 -2.02402  -0.05
C 1.48550 -1.58155 -2.59163  -0.07
Si 0.58165 -2.68399 -0.11866  1.11
C 1.08014 -2.51450 1.68489  -0.61
C 1.76182 -3.88588 1.95195  -0.04
C -0.10479 -2.33830 2.64854  -0.08
C 2.08374 -1.38818 1.97968  -0.08
C -1.12710 -3.31993 -0.57950  -0.60
C -1.06279 -4.83524 -0.25466  -0.05
C -1.47784 -3.12631 -2.06556  -0.08
C -2.26834 -2.67427 0.23023  -0.07
H 3.96407 -2.16986 -1.82773  0.11
H 3.68901 -2.78893 -0.21195  0.09
H 3.29550 -1.10250 -0.60268  0.07
H 2.79326 -4.00610 -2.77033  0.11
H 1.08629 -4.33765 -2.51366  0.07
H 2.27082 -4.72189 -1.25489  0.10
H 2.22734 -1.65554 -3.39038  0.11
H 1.50504 -0.53896 -2.25083  0.04
H 0.51492 -1.79058 -3.03275  0.06
H 1.08881 -4.73084 1.79739  0.08
H 2.07107 -3.90920 3.00022  0.12
H 2.65751 -4.04018 1.34730  0.08
H -0.72590 -3.23041 2.71252  0.09
H -0.74399 -1.49125 2.38604  0.07
H 0.28911 -2.15532 3.65020  0.10
H 3.02398 -1.48113 1.44681  0.06
H 2.31285 -1.40659 3.04732  0.11
H 1.66300 -0.39247 1.77607  0.03
H -0.27551 -5.35937 -0.79944  0.09
H -2.01418 -5.27931 -0.55871  0.12
H -0.94160 -5.03011 0.81185  0.08
H -0.84114 -3.69101 -2.74309  0.08
H -1.46701 -2.07690 -2.36506  0.07
H -2.49648 -3.48941 -2.21638  0.11
H -2.21023 -2.86857 1.29590  0.06
H -3.21016 -3.09996 -0.12133  0.11
H -2.32084 -1.59119 0.07249  0.07

***

2.
DFT (ωB97M-V/def2-TZVPD) results for a single C5H11NO2 molecule at a distorted geometry.

Summary:
- Charge: 0
- Energy relative to the best compared isomer or geometry (same formula, charge and spin): 2.219 eV
- Electronic energy: -10947.0481 eV
- Highest occupied orbital energy: -9.84 eV
- SMILES string: [H]/N=C(/O)C(C)(C)OC
- Strongest force on any atom: 4.41 eV/A
- Frontier orbital gap: 10.70 eV

Each line ends with the Löwdin charge.
Atoms and positions in Å:
H 1.39179 2.05626 0.14050  0.04
N 0.39501 2.25234 0.16037  0.19
C -0.32311 1.23091 0.06231  -0.33
O -1.78990 1.46481 -0.16360  -0.03
C -0.37030 -0.25700 0.08373  -0.43
C -1.12016 -0.81517 1.28902  -0.01
C -0.80614 -0.86877 -1.24134  -0.01
O 1.08528 -0.80822 0.34805  -0.18
C 2.26640 -0.25254 -0.15203  -0.15
H -1.95892 2.33192 0.24077  0.09
H -0.87074 -1.87254 1.41689  0.09
H -0.82044 -0.30580 2.20965  0.10
H -2.20147 -0.71032 1.16700  0.09
H -0.31777 -0.37537 -2.08616  0.09
H -0.52287 -1.92506 -1.27352  0.10
H -1.88546 -0.76653 -1.38161  0.09
H 2.18088 0.01115 -1.21307  0.09
H 2.59935 0.60351 0.45022  0.07
H 3.06857 -0.99358 -0.05718  0.09

***

3.
DFT (ωB97M-V/def2-TZVPD) results for 2 unconnected molecules or ions with the total composition C7H15N2O2 at a distorted geometry.

Summary:
- Charge: +1
- Energy relative to the best compared isomer or geometry (same formula, charge and spin): 3.284 eV
- Electronic energy: -14567.8649 eV
- Highest occupied orbital energy: -13.24 eV
- Strongest force on any atom: 4.10 eV/A
- Frontier orbital gap: 9.45 eV

Each line ends with the Löwdin charge.
Atoms and positions in Å:
C 1.39154 -1.87498 1.21523  -0.09
C -1.18862 0.72191 1.29078  -0.08
C -0.77948 -1.14950 0.30072  -0.14
C 2.58691 -1.30008 0.56341  -0.03
C -2.82250 -1.01212 -1.11432  -0.03
C 1.16859 1.75536 -1.30226  -0.07
C 0.04746 1.37690 0.73957  -0.21
N 0.20081 -1.71616 0.83504  0.15
N -1.58886 -1.57862 -0.61945  0.02
O -1.37256 1.12911 2.62538  0.06
O 0.28269 0.92105 -0.57072  -0.22
H 1.54844 -2.52816 2.06818  0.14
H -2.08399 0.87064 0.69920  0.10
H 3.24002 -2.10856 0.22933  0.10
H 2.31989 -0.66911 -0.28031  0.07
H 3.15639 -0.72917 1.29805  0.10
H -3.62425 -1.74632 -1.01353  0.10
H -3.10227 -0.11842 -0.56922  0.07
H -2.71582 -0.75692 -2.17039  0.10
H 2.12818 1.86949 -0.78579  0.10
H 0.72940 2.74506 -1.46050  0.10
H 1.32225 1.26850 -2.26260  0.10
H 0.89847 1.15820 1.40251  0.14
H -0.10402 2.46791 0.74728  0.15
H -1.31239 -2.41785 -1.12399  0.17
H -2.26564 0.92708 2.93474  0.12

***

4.
DFT (ωB97M-V/def2-TZVPD) results for 2 unconnected molecules or ions with the total composition C8H8N3O4 at a distorted geometry.

Summary:
- Charge: -1
- Energy relative to the best compared isomer or geometry (same formula, charge and spin): 2.857 eV
- Electronic energy: -21083.8492 eV
- Highest occupied orbital energy: -5.50 eV
- Strongest force on any atom: 5.01 eV/A
- Frontier orbital gap: 8.64 eV

Each line ends with the Löwdin charge.
Atoms and positions in Å:
C 2.70848 0.34073 1.15458  -0.11
C 2.10110 0.62647 -0.08850  -0.08
C 2.29102 -0.77973 1.86546  -0.12
C 0.89436 -0.00638 -0.49078  -0.04
C 1.16780 -1.40586 1.48614  -0.06
C 0.52661 -1.13558 0.25945  -0.21
C -1.65770 2.43604 -0.62474  -0.72
C -0.58243 -1.95210 -0.14685  -0.20
N -1.13781 -2.78803 0.64996  0.09
N -1.64215 1.21574 -1.07772  0.08
N -2.54252 0.58492 -1.74981  -0.43
O -0.75716 2.66395 0.32370  0.10
O -2.27215 3.31545 -1.13353  0.08
O -3.71009 0.96159 -1.69238  0.01
O -2.14363 -0.43340 -2.46300  -0.10
H 3.60111 0.90209 1.37689  0.09
H 2.50904 1.55839 -0.60088  0.12
H 2.78407 -0.93870 2.87873  0.12
H 0.24390 0.33624 -1.25725  0.07
H 0.74667 -2.18848 2.05109  0.09
H -0.96707 -1.85690 -1.20476  0.11
H -1.84798 -3.24703 0.11655  0.02
H -0.31347 1.79056 0.36766  0.08

***

5.
DFT (ωB97M-V/def2-TZVPD) results for a single C2H5N molecule at a distorted geometry.

Summary:
- Charge: 0
- Energy relative to the best compared isomer or geometry (same formula, charge and spin): 1.063 eV
- Electronic energy: -3643.4510 eV
- Highest occupied orbital energy: -9.40 eV
- SMILES string: C=NC
- Strongest force on any atom: 4.99 eV/A
- Frontier orbital gap: 10.60 eV

Each line ends with the Löwdin charge.
Atoms and positions in Å:
C -0.32590 1.31599 0.05665  -0.11
N 0.18993 0.40021 -0.66507  -0.09
C 0.27599 -1.06783 -0.16741  -0.11
H -0.30272 2.27240 -0.45166  0.05
H -0.90886 1.19283 0.99682  0.08
H 0.54743 -0.86042 0.90663  0.07
H 1.16060 -1.71144 -0.55469  0.09
H -0.63646 -1.54174 -0.12127  0.02

***

6.
DFT (ωB97M-V/def2-TZVPD) results for a single C28H39N3O4 molecule.

Summary:
- Charge: 0
- Energy relative to the best compared isomer or geometry (same formula, charge and spin): 1.546 eV
- Electronic energy: -42329.3209 eV
- Highest occupied orbital energy: -7.91 eV
- SMILES string: CCOc1cc(/C=C/C(=O)Nc2ccc(C(=O)NCCN(CC)CC)cc2)ccc1OCC(C)C
- Strongest force on any atom: 0.79 eV/A
- Frontier orbital gap: 8.01 eV

Each line ends with the Löwdin charge.
Atoms and positions in Å:
C 0.30445 -0.71426 1.06790  -0.04
C 0.44704 -0.83212 -0.44481  -0.23
O 1.58827 -1.57275 -0.83631  -0.07
C 2.84723 -1.04463 -0.69693  -0.17
C 3.08607 0.30519 -0.49895  0.04
C 4.37481 0.84054 -0.42300  -0.22
C 4.59333 2.26255 -0.24265  -0.01
C 3.68086 3.20430 -0.50909  -0.03
C 3.87601 4.64295 -0.27897  -0.47
O 4.93941 5.22571 -0.30846  0.08
N 2.69685 5.33801 -0.08745  0.12
C 1.46326 4.75737 0.19535  -0.25
C 0.29187 5.21769 -0.40457  -0.01
C -0.89602 4.53108 -0.23675  -0.02
C -0.94327 3.38103 0.54792  -0.13
C -2.11783 2.47628 0.67685  -0.44
O -2.18470 1.63496 1.55913  0.04
N -3.08681 2.60824 -0.26201  0.07
C -4.13845 1.62366 -0.37249  -0.16
C -3.69015 0.43831 -1.26875  -0.17
N -4.43409 -0.78160 -1.17000  -0.21
C -3.99228 -1.76237 -0.20547  -0.23
C -3.95742 -1.34281 1.26846  -0.07
C -5.82562 -0.76434 -1.54432  -0.24
C -6.84913 -0.45699 -0.44333  -0.08
C 0.20436 3.00014 1.24296  0.00
C 1.39073 3.67516 1.07535  -0.02
C 5.45512 -0.03423 -0.51773  -0.03
C 5.23559 -1.37948 -0.70887  0.01
C 3.95203 -1.91958 -0.80179  -0.19
O 3.93205 -3.25757 -1.02917  -0.02
C 2.79333 -4.05074 -0.75036  -0.17
C 2.47528 -4.12561 0.74875  -0.41
C 3.61230 -4.81326 1.49891  -0.06
C 1.15313 -4.85541 0.96133  -0.07
H 0.21061 -1.70264 1.51113  0.07
H -0.58306 -0.13584 1.31103  0.05
H 1.17674 -0.22440 1.49589  0.08
H -0.38797 -1.40776 -0.85551  0.12
H 0.43882 0.15796 -0.91788  0.11
H 2.24792 0.97345 -0.38936  0.10
H 5.56020 2.56503 0.13809  0.13
H 2.72600 2.93529 -0.93642  0.11
H 2.75209 6.34325 -0.18124  0.16
H 0.32542 6.09590 -1.03276  0.11
H -1.78390 4.90729 -0.72428  0.11
H -2.91454 3.18848 -1.06648  0.13
H -4.34592 1.26643 0.63615  0.11
H -5.02848 2.10500 -0.78255  0.12
H -3.71310 0.77350 -2.31523  0.12
H -2.65207 0.20725 -1.01244  0.11
H -2.97775 -2.06938 -0.49389  0.10
H -4.64306 -2.63326 -0.31881  0.12
H -3.25770 -0.52697 1.42834  0.04
H -4.93978 -1.03535 1.61621  0.06
H -3.63213 -2.18885 1.86994  0.07
H -6.06606 -1.74929 -1.96458  0.11
H -5.93252 -0.02966 -2.34745  0.11
H -7.84471 -0.41738 -0.87973  0.07
H -6.84213 -1.23684 0.31335  0.06
H -6.64390 0.49620 0.03524  0.06
H 0.13987 2.15294 1.90755  0.11
H 2.27686 3.36411 1.60687  0.13
H 6.46314 0.34574 -0.45392  0.11
H 6.06220 -2.06766 -0.79296  0.12
H 1.92279 -3.69418 -1.30664  0.12
H 3.06942 -5.04294 -1.11994  0.14
H 2.37948 -3.10188 1.12464  0.12
H 3.69742 -5.85256 1.18783  0.08
H 3.43347 -4.78705 2.57141  0.08
H 4.55581 -4.31349 1.29266  0.08
H 0.91612 -4.90679 2.02148  0.08
H 0.34379 -4.33892 0.45029  0.07
H 1.21305 -5.87009 0.57332  0.08